(1)
Computed, not measured: a molecular structure, C32H48N3O8Zr, with ωB97M-V with the def2-TZVPD basis set.

```
92
Properties=species:S:1:pos:R:3
Zr 3.174 -2.198 1.663
C 5.066 -6.474 1.429
C 3.878 -5.631 1.113
C 2.571 -6.203 1.642
O 3.954 -4.310 1.456
H 5.295 -6.650 2.480
H 5.945 -6.092 0.909
H 4.978 -7.401 0.863
H 3.643 -5.669 0.049
H 2.461 -7.192 1.198
H 1.616 -5.774 1.338
H 2.507 -6.222 2.730
C 3.998 -1.076 -2.708
C 4.436 -0.770 -1.353
C 4.396 0.757 -1.050
O 3.731 -1.467 -0.313
H 2.991 -0.755 -2.977
H 4.156 -2.135 -2.913
H 4.660 -0.663 -3.469
H 5.489 -1.014 -1.212
H 5.093 1.338 -1.654
H 4.806 0.926 -0.054
H 3.365 1.102 -1.115
C -0.998 -1.937 1.168
C 0.478 -2.028 1.404
O 1.120 -3.111 1.389
O 1.248 -1.085 1.210
H -1.424 -2.723 1.792
H -1.143 -2.316 0.156
H -1.502 -0.976 1.270
C -1.684 -0.258 4.155
C -0.953 0.461 5.095
C -1.402 1.764 5.497
C -2.398 2.387 4.769
C -3.105 1.642 3.745
C -2.727 0.300 3.521
C -4.239 2.255 2.937
O -4.936 1.677 2.137
C -4.408 3.798 3.170
C -5.355 4.480 2.405
C -5.592 5.831 2.597
C -4.853 6.524 3.516
C -3.881 5.888 4.326
C -3.639 4.519 4.095
C -2.659 3.885 5.003
O -2.121 4.518 5.914
H -1.392 -1.279 3.957
H -0.145 -0.044 5.603
H -0.940 2.264 6.335
H -3.130 -0.246 2.680
H -5.939 3.996 1.636
H -6.457 6.264 2.116
H -5.126 7.543 3.748
H -3.389 6.350 5.170
C 3.306 1.142 2.568
O 3.525 0.004 2.231
N 2.112 1.495 2.896
N 4.111 2.126 2.447
H 1.362 0.827 2.794
H 1.859 2.457 2.722
H 3.847 3.041 2.781
H 5.021 1.974 2.035
C -2.340 -1.116 -5.595
C -1.121 -0.148 -5.305
C -1.652 1.294 -5.316
C -2.154 1.840 -3.990
C -1.203 1.377 -2.823
C -0.870 -0.102 -2.794
N -0.300 -0.446 -4.106
O 0.239 -1.809 -4.078
C 0.215 -0.257 -1.685
C -2.144 -0.902 -2.384
C -0.122 -0.306 -6.523
H -3.256 -0.722 -5.154
H -2.362 -2.073 -5.075
H -2.435 -1.149 -6.681
H -0.925 1.971 -5.766
H -2.517 1.396 -5.972
H -3.050 1.378 -3.573
H -2.317 2.917 -4.007
H -1.500 1.741 -1.839
H -0.326 2.014 -2.936
H 1.053 0.382 -1.964
H -0.320 0.085 -0.798
H 0.554 -1.288 -1.588
H -2.260 -0.839 -1.302
H -3.064 -0.668 -2.919
H -1.939 -1.959 -2.558
H 0.540 0.560 -6.518
H -0.596 -0.147 -7.491
H 0.371 -1.277 -6.467
H 1.139 -1.585 -3.831
```

Computed properties:
- lowest unoccupied orbital energy (alpha / beta) (eV) = -1.390 / -1.390
- multiplicity = 2
- E_tot (eV) = -56092.60532
- HOMO-LUMO gap (alpha / beta) (eV) = 4.6 / 6.7
- largest force on an atom (eV/Å) = 5.10

---

(2)
Computed, not measured: 5 unconnected molecules or ions with the total composition C32H50Br4N5O4P, with ωB97M-V with the def2-TZVPD basis set.

```
96
Properties=species:S:1:pos:R:3
C -2.192 -5.022 -0.286
C -1.154 -4.116 -1.080
Br -1.812 -3.394 -2.829
C 0.170 -3.800 -0.631
Br 1.182 -2.581 -1.859
C 0.735 -4.386 0.736
C 0.614 -5.949 1.052
Br -0.170 -6.435 2.832
C 0.974 -7.011 0.198
C 0.766 -8.558 0.608
Br 1.746 -6.659 -1.581
C 2.227 -4.040 1.251
C 3.489 -4.165 0.261
C 4.568 -2.959 0.461
C 4.158 -1.608 -0.289
C 5.001 -0.311 0.232
O 4.020 0.762 0.492
C 3.460 1.236 -0.711
O 2.423 1.946 -0.765
N 2.220 -2.907 2.250
C 0.989 -3.162 3.035
O 0.806 -3.140 4.266
C -0.066 -3.476 1.837
P -0.391 -1.668 1.227
C -0.404 -0.575 2.808
O -1.967 -1.520 0.567
H -2.232 -6.048 -0.809
H -1.931 -5.211 0.804
H -3.232 -4.534 -0.390
H -0.235 -8.710 1.145
H 0.712 -9.125 -0.396
H 1.655 -8.973 1.200
H 2.420 -4.923 1.973
H 4.076 -5.114 0.565
H 3.219 -4.317 -0.836
H 5.544 -3.340 -0.026
H 4.771 -2.832 1.575
H 4.296 -1.665 -1.424
H 3.071 -1.377 -0.038
H 5.483 -0.526 1.252
H 5.731 0.084 -0.547
H 3.924 0.933 -1.715
H 2.355 -1.963 1.864
H -1.118 -3.809 2.130
H -0.894 -1.223 3.625
H -1.136 0.302 2.642
H 0.644 -0.226 3.084
H -2.606 -1.869 1.237
C 0.270 7.027 -0.382
C 0.392 5.507 -0.343
C 1.321 4.957 -1.427
C 0.793 5.320 -2.784
N 0.377 5.606 -3.852
H -0.168 7.372 -1.322
H -0.378 7.377 0.425
H 1.249 7.502 -0.263
H -0.605 5.068 -0.451
H 0.771 5.206 0.638
H 1.387 3.869 -1.349
H 2.329 5.367 -1.313
C -1.366 4.041 -6.091
C -2.739 3.392 -5.953
C -3.437 3.182 -7.299
C -3.643 4.505 -7.979
N -3.805 5.543 -8.513
H -1.434 5.042 -6.524
H -0.895 4.144 -5.112
H -0.708 3.436 -6.723
H -3.363 4.016 -5.306
H -2.627 2.424 -5.455
H -4.408 2.704 -7.149
H -2.838 2.536 -7.946
C -0.413 -4.140 9.835
C 0.474 -4.393 8.620
C 0.317 -3.324 7.536
C -1.102 -3.297 7.047
N -2.217 -3.277 6.662
H -1.473 -4.167 9.573
H -0.247 -4.910 10.593
H -0.193 -3.167 10.285
H 0.235 -5.378 8.206
H 1.519 -4.423 8.942
H 0.980 -3.541 6.695
H 0.580 -2.337 7.928
C -4.430 8.283 -3.792
C -3.020 7.746 -4.013
C -2.748 6.451 -3.245
C -2.902 6.690 -1.771
N -3.023 6.879 -0.613
H -4.604 8.542 -2.744
H -4.588 9.190 -4.381
H -5.182 7.547 -4.093
H -2.298 8.513 -3.713
H -2.872 7.565 -5.081
H -1.732 6.101 -3.447
H -3.445 5.667 -3.555
```

Computed properties:
- lowest unoccupied orbital energy (eV) = -0.183
- E_tot (eV) = -339087.65451
- structure (SMILES) = C/C(Br)=C(/Br)[C@@]1(/C(Br)=C(/C)Br)[C@@H](CCCCOC=O)NC(=O)[C@H]1P(C)O.CCCC#N.CCCC#N.CCCC#N.CCCC#N
- HOMO-LUMO gap (eV) = 8.3
- largest force on an atom (eV/Å) = 4.89

---

(3)
Computed, not measured: a molecular structure, C32H50ClO3PPt, with ωB97M-V with the def2-TZVPD basis set.

```
88
Properties=species:S:1:pos:R:3
Pt -0.574 0.275 0.636
P 1.153 -0.862 0.019
Cl -2.412 -0.522 -1.368
C -3.642 0.049 2.235
H -3.800 -0.651 1.422
H -3.914 -0.189 3.264
C 1.761 -0.317 -1.674
C 0.802 -2.685 0.059
C 0.903 -0.782 -2.861
H 1.662 0.784 -1.630
C 1.399 -0.130 -4.167
H 0.981 -1.879 -2.954
H -0.160 -0.545 -2.698
C 2.889 -0.393 -4.415
H 0.803 -0.493 -5.011
H 1.236 0.956 -4.095
C 3.731 0.024 -3.209
H 3.039 -1.465 -4.601
H 3.228 0.135 -5.313
C 3.231 -0.659 -1.936
H 4.787 -0.226 -3.364
H 3.672 1.115 -3.080
H 3.329 -1.751 -2.036
H 3.865 -0.361 -1.098
C 2.522 -0.484 1.210
C 1.814 -3.587 -0.660
H 0.877 -2.860 1.151
C 1.567 -5.038 -0.241
H 1.692 -3.487 -1.750
H 2.852 -3.310 -0.436
C 0.141 -5.474 -0.590
H 2.300 -5.689 -0.724
H 1.716 -5.131 0.848
C -0.905 -4.531 0.008
H 0.033 -5.476 -1.682
H -0.038 -6.499 -0.249
C -0.615 -3.072 -0.364
H -1.911 -4.804 -0.321
H -0.884 -4.616 1.104
H -0.725 -2.936 -1.450
H -1.368 -2.413 0.090
C 3.225 0.879 1.101
H 1.950 -0.472 2.157
C 4.139 1.074 2.316
H 3.835 0.931 0.187
H 2.513 1.703 1.038
C 5.142 -0.072 2.455
H 4.655 2.035 2.246
H 3.506 1.105 3.215
C 4.451 -1.436 2.475
H 5.841 -0.041 1.607
H 5.736 0.055 3.364
C 3.544 -1.610 1.268
H 5.177 -2.250 2.497
H 3.829 -1.519 3.381
H 4.149 -1.609 0.349
H 3.047 -2.582 1.328
C 0.163 2.017 0.330
C -3.149 1.290 1.978
H 1.055 2.055 -0.296
C -2.904 2.410 2.922
H -3.086 1.613 0.959
C -2.404 3.705 2.237
H -3.841 2.632 3.459
H -2.179 2.065 3.664
C -0.919 3.631 1.863
H -3.048 3.969 1.381
H -2.511 4.517 2.971
C -0.623 3.280 0.415
H -0.491 4.646 1.961
H -0.384 2.946 2.513
H -1.587 3.380 -0.108
H -0.074 4.034 -0.169
O -5.255 -0.042 -0.631
C -5.352 1.276 -0.422
C -6.547 1.668 0.233
C -6.800 3.000 0.494
C -5.913 3.991 0.157
C -4.691 3.654 -0.422
C -4.377 2.294 -0.687
C -3.041 2.096 -1.341
O -2.427 2.752 -2.151
O -1.805 1.511 -0.155
H -4.515 -0.230 -1.308
H -7.227 0.874 0.480
H -7.762 3.259 0.992
H -6.123 5.053 0.344
H -3.959 4.436 -0.717
```

Computed properties:
- lowest unoccupied orbital energy (alpha / beta) (eV) = 0.238 / -1.615
- multiplicity = 5
- E_tot (eV) = -65186.32791
- energy above the lowest of the compared OMol25 structures with the same formula, charge and spin (kcal/mol) = 92.8
- HOMO-LUMO gap (alpha / beta) (eV) = 5.4 / 6.7
- largest force on an atom (eV/Å) = 5.09